Record 1
C5H5N in the gas phase in a non-equilibrium geometry. Source: the OMol25 dataset; level of theory: ωB97M-V with the def2-TZVPD basis set.

Structure (XYZ):
```
11
C5H5N, DFT ωB97M-V with the def2-TZVPD basis set
C 0.649 1.154 0.920
C -0.282 0.001 0.751
C -0.379 -0.766 -0.382
C -1.671 -1.319 -0.591
C 0.748 -0.793 -1.288
N 1.709 -0.924 -1.920
H 0.232 1.884 1.618
H 1.622 0.832 1.315
H 0.839 1.641 -0.042
H -0.984 -0.241 1.543
H -1.800 -1.466 -1.685
```

Energy   -248.11356 a.u.
Net charge   0
Frontier orbital gap   7.92 eV
ΔE to the lowest compared entry with this formula, charge and spin   101.33 kcal/mol

=====

Record 2
C2H5N3S in the gas phase in a non-equilibrium geometry. Source: the OMol25 dataset; level of theory: ωB97M-V with the def2-TZVPD basis set.

Structure (XYZ):
```
11
C2H5N3S, DFT ωB97M-V with the def2-TZVPD basis set
C -2.225 -0.069 -0.241
C 0.831 0.927 0.630
N -2.937 0.474 0.463
N 1.554 -1.290 -0.276
N -1.226 -0.629 -0.826
S 0.375 -0.807 0.577
H 1.088 1.123 -0.415
H 1.837 0.995 1.107
H 0.164 1.734 0.974
H 1.648 -2.324 -0.304
H -1.109 -0.135 -1.687
```

Energy   -641.54828 a.u.
Net charge   0
Frontier orbital gap (alpha / beta)   8.55 / 8.55 eV
ΔE to the lowest compared entry with this formula, charge and spin   85.19 kcal/mol

=====

Record 3
C3H4ClFS in the gas phase in a non-equilibrium geometry. Source: the OMol25 dataset; level of theory: ωB97M-V with the def2-TZVPD basis set.

Structure (XYZ):
```
10
C3H4ClFS, DFT ωB97M-V with the def2-TZVPD basis set
C 0.079 1.416 -0.551
C 0.334 -0.232 -0.518
C -0.761 -0.468 0.650
H -1.135 1.662 -0.631
H 0.543 2.154 -1.410
H -0.224 -0.748 -1.329
H -0.221 -0.994 1.550
F 0.805 1.529 0.674
S -2.299 -0.379 -0.042
Cl 1.922 -0.827 -0.063
```

Energy   -1074.81714 a.u.
Net charge   0
Frontier orbital gap   8.17 eV
SMILES   FC[C@@H](Cl)C=S
ΔE to the lowest compared entry with this formula, charge and spin   76.86 kcal/mol

=====

Record 4
A 2-piece molecular cluster, C4H6S3 overall in a non-equilibrium geometry. Source: the OMol25 dataset; level of theory: ωB97M-V with the def2-TZVPD basis set.

Structure (XYZ):
```
13
C4H6S3, DFT ωB97M-V with the def2-TZVPD basis set
C 0.779 -0.746 -1.256
C 0.999 0.485 -1.076
C 1.295 1.725 -0.986
C -1.654 -0.394 1.207
S -0.758 -1.992 1.093
S -1.193 0.525 2.703
S -2.618 0.213 0.103
H 1.548 -1.363 -0.847
H 0.920 2.462 -0.287
H 1.792 2.360 -1.724
H -0.391 -1.864 -0.188
H -0.503 -0.605 2.904
H -0.213 -0.807 -1.646
```

Energy   -1350.43267 a.u.
Net charge   0
Frontier orbital gap   8.49 eV
SMILES   S=C(S)S.C=C=C
ΔE to the lowest compared entry with this formula, charge and spin   71.81 kcal/mol

=====

Record 5
An isolated ion of composition C4H9N2 and charge +1 in a non-equilibrium geometry. Source: the OMol25 dataset; level of theory: ωB97M-V with the def2-TZVPD basis set.

Structure (XYZ):
```
15
C4H9N2, DFT ωB97M-V with the def2-TZVPD basis set
C -1.349 0.433 0.112
C -0.643 -0.168 -0.858
C 0.597 0.075 1.246
C 1.249 -0.423 2.430
N -0.689 0.331 1.306
N -1.027 -0.370 -2.270
H -2.173 0.986 0.129
H 0.293 -0.686 -0.627
H 1.181 0.452 0.366
H 0.541 -0.798 3.095
H 1.859 0.378 2.917
H 1.963 -1.250 2.275
H -2.077 -0.171 -2.508
H -0.863 -1.372 -2.465
H -0.427 0.170 -2.879
```

Energy   -266.97818 a.u.
Net charge   +1
Frontier orbital gap   9.37 eV
SMILES   C/C=N/C=C/[NH3+]
ΔE to the lowest compared entry with this formula, charge and spin   75.99 kcal/mol

=====

Record 6
C35H58ClN15O5PSSc as an isolated structure in a non-equilibrium geometry. Source: the OMol25 dataset; level of theory: ωB97M-V with the def2-TZVPD basis set.

Structure (XYZ):
```
117
C35H58ClN15O5PSSc, DFT ωB97M-V with the def2-TZVPD basis set
Sc -1.145 2.601 0.552
N -3.371 -1.291 0.580
C -3.237 0.120 0.706
S -2.408 0.819 1.987
N -3.692 0.831 -0.339
N -3.200 2.055 -0.496
C -3.878 2.730 -1.467
C -3.440 3.950 -1.961
C -3.774 4.248 -3.322
C -3.252 5.343 -3.914
C -2.325 6.171 -3.228
C -2.087 5.861 -1.906
N -2.684 4.826 -1.288
H -3.040 -1.710 1.498
H -4.308 -1.532 0.217
H -4.526 2.102 -2.026
H -4.424 3.501 -3.769
H -3.581 5.443 -4.932
H -2.056 7.108 -3.640
H -1.356 6.346 -1.288
C -0.170 1.637 -3.633
C -0.022 2.029 -2.199
N -0.402 1.276 -1.180
O -0.883 0.038 -1.516
C 0.466 3.341 -1.808
C 1.079 4.324 -2.826
N 0.148 3.726 -0.575
O 0.603 4.832 -0.176
H -0.725 0.698 -3.610
H 0.667 1.613 -4.333
H -0.833 2.401 -4.150
H -0.200 -0.615 -1.340
H 1.838 3.802 -3.387
H 1.448 5.223 -2.306
H 0.284 4.562 -3.575
N 3.389 1.133 0.851
C 3.009 2.422 1.622
P 1.493 1.968 2.491
O 1.428 0.481 2.371
O 0.393 2.915 2.048
C 1.796 2.470 4.227
N 2.356 1.178 4.845
H 2.881 1.191 -0.048
H 2.982 0.361 1.437
H 4.382 1.186 0.706
H 2.954 3.379 1.074
H 3.800 2.581 2.305
H 0.858 2.622 4.754
H 2.464 3.344 4.473
H 2.533 1.394 5.878
H 3.308 0.955 4.456
H 1.723 0.363 4.685
C -3.656 4.345 1.733
N -2.253 4.283 2.096
C -2.107 4.001 3.491
N -2.803 5.001 4.258
C -4.156 5.093 3.886
N -4.324 5.428 2.454
C -3.655 6.762 2.217
N -2.229 6.745 2.600
C -1.583 5.655 1.883
C -2.131 6.292 3.997
H -4.074 3.421 2.024
H -3.670 4.520 0.660
H -1.079 4.015 3.827
H -2.525 2.983 3.620
H -4.731 5.773 4.582
H -4.634 4.090 4.042
H -4.162 7.468 2.870
H -3.696 7.012 1.111
H -0.551 5.598 2.244
H -1.594 5.783 0.805
H -2.648 7.045 4.631
H -1.116 6.228 4.337
C 1.697 -5.520 2.541
C 2.513 -6.071 1.373
C 3.254 -7.336 1.888
C 3.475 -4.969 0.886
C 1.547 -6.537 0.142
O 0.899 -7.745 0.597
C 2.446 -6.904 -1.026
C 1.723 -7.549 -2.206
C 1.722 -6.741 -3.502
C 0.607 -6.045 -3.998
C 0.646 -5.222 -5.124
C 1.880 -5.025 -5.816
Cl 2.032 -3.734 -6.962
C 2.979 -5.798 -5.386
C 2.880 -6.583 -4.228
C 0.337 -5.646 -0.217
N 0.613 -4.323 -0.760
C 0.107 -3.107 -0.399
N 0.763 -2.176 -1.040
C 1.722 -2.817 -1.775
N 1.774 -4.096 -1.468
H 2.351 -5.363 3.443
H 0.931 -6.197 2.966
H 1.240 -4.534 2.361
H 3.706 -7.017 2.877
H 4.057 -7.705 1.267
H 2.545 -8.202 2.062
H 4.325 -4.820 1.641
H 2.991 -4.026 0.729
H 4.047 -5.255 -0.031
H 0.937 -8.449 -0.058
H 3.328 -7.535 -0.677
H 2.946 -6.041 -1.369
H 0.683 -7.885 -1.982
H 2.135 -8.573 -2.507
H -0.317 -5.962 -3.492
H -0.208 -4.487 -5.220
H 3.973 -5.677 -5.885
H 3.801 -7.066 -3.851
H -0.231 -5.523 0.704
H -0.228 -6.258 -0.921
H -0.886 -3.017 0.070
H 2.369 -2.359 -2.541
```

Energy   -4525.93475 a.u.
Net charge   +2
Frontier orbital gap   5.79 eV
ΔE to the lowest compared entry with this formula, charge and spin   87.64 kcal/mol